Record 1
Entry from the Open Molecules 2025 dataset: C56H52BrHfN2O2P2S as an isolated structure (ωB97M-V with the def2-TZVPD basis set).

```
117
Properties=species:S:1:pos:R:3:lowdin_charge:R:1
Hf 0.47192 0.53271 -0.82333 1.255
O 2.30431 0.69233 -1.96887 -0.601
S 3.13532 0.79805 -0.63915 0.967
C 4.22941 -0.58002 -0.57945 -0.352
C 5.59074 -0.50040 -0.32062 -0.040
C 6.31966 -1.68016 -0.24992 -0.010
C 5.69211 -2.90356 -0.41570 -0.002
C 4.31705 -2.96755 -0.59933 -0.040
C 3.55884 -1.80589 -0.67171 -0.326
P 1.73347 -1.89028 -0.73179 1.042
C 1.25335 -2.55670 -2.34618 -0.348
C 1.58677 -3.84721 -2.75468 -0.062
C 1.16843 -4.31463 -3.99084 -0.026
C 0.40853 -3.50308 -4.82307 -0.026
C 0.06497 -2.21728 -4.42606 -0.045
C 0.49294 -1.75459 -3.19515 -0.132
C 1.33357 -3.10214 0.53727 -0.367
C 0.33475 -4.05097 0.33549 -0.072
C 0.02174 -4.94333 1.35120 -0.038
C 0.69960 -4.88687 2.55859 -0.048
C 1.68133 -3.92579 2.77106 -0.046
C 1.99761 -3.03069 1.76563 -0.104
C 3.96616 2.33881 -0.72697 -0.363
C 5.25423 2.54529 -1.20664 -0.035
C 5.75040 3.84036 -1.21813 -0.005
C 4.96465 4.90125 -0.78719 0.004
C 3.64934 4.69050 -0.39898 -0.053
C 3.12877 3.40109 -0.36338 -0.360
P 1.32131 3.16082 -0.14915 1.021
C 0.88309 3.74314 1.49905 -0.414
C 1.83798 4.18216 2.41324 -0.068
C 1.43990 4.60936 3.67362 -0.038
C 0.09895 4.60352 4.02137 -0.032
C -0.85822 4.15731 3.11586 -0.046
C -0.46695 3.71876 1.86519 -0.157
C 0.71641 4.37572 -1.37115 -0.364
C 1.33715 4.40237 -2.62532 -0.111
C 0.93351 5.31758 -3.58190 -0.055
C -0.10545 6.19944 -3.30447 -0.044
C -0.73177 6.16731 -2.06828 -0.046
C -0.32205 5.26057 -1.09642 -0.068
H 6.08428 0.44402 -0.14684 0.107
H 7.38294 -1.63299 -0.05848 0.133
H 6.26938 -3.81702 -0.36661 0.133
H 3.82886 -3.93184 -0.64338 0.119
H 2.15897 -4.49743 -2.10593 0.111
H 1.43201 -5.31570 -4.30384 0.126
H 0.07791 -3.87328 -5.78401 0.126
H -0.53131 -1.59071 -5.07547 0.120
H 0.20491 -0.73537 -2.90162 0.047
H -0.18742 -4.10155 -0.60933 0.092
H -0.74247 -5.69276 1.19322 0.122
H 0.46937 -5.60017 3.33867 0.119
H 2.20618 -3.88583 3.71615 0.121
H 2.77348 -2.29132 1.93080 0.109
H 5.85703 1.73365 -1.58797 0.117
H 6.75562 4.01792 -1.57576 0.134
H 5.36747 5.90530 -0.79098 0.134
H 3.01812 5.53339 -0.14689 0.136
H 2.88904 4.19698 2.15447 0.104
H 2.18162 4.95325 4.38161 0.123
H -0.20550 4.94622 5.00115 0.125
H -1.90483 4.15109 3.38923 0.122
H -1.21658 3.36026 1.16551 0.092
H 2.15826 3.72867 -2.84850 0.113
H 1.43660 5.35354 -4.53945 0.122
H -0.41542 6.92328 -4.04670 0.125
H -1.52746 6.86654 -1.84681 0.125
H -0.79199 5.27446 -0.12165 0.101
C -1.92422 -3.72198 5.10293 -0.033
C -3.03022 -2.86413 4.47604 -0.552
C -3.39289 -1.71536 5.42826 -0.031
C -4.26959 -3.73527 4.27089 -0.048
C -2.52276 -2.26993 3.16379 -0.134
C -1.40805 -1.42826 3.17999 -0.050
C -1.00718 -0.89764 1.98227 -0.465
Br 0.46750 0.36931 1.95787 0.951
C -1.60762 -1.12604 0.75506 -0.340
O -1.08233 -0.49120 -0.33507 -0.352
C -2.74248 -1.94003 0.72003 -0.069
C -3.14457 -2.49622 1.93741 0.063
C -3.52735 -2.19373 -0.57788 -0.517
C -4.78317 -3.03790 -0.33838 -0.045
C -2.64598 -2.94021 -1.58596 -0.027
C -3.98309 -0.85659 -1.18137 -0.030
H -2.26551 -4.12511 6.05670 0.099
H -1.01646 -3.14586 5.29066 0.081
H -1.67285 -4.56080 4.45214 0.079
H -3.76547 -2.12293 6.36811 0.098
H -4.17394 -1.08532 4.99935 0.096
H -2.53226 -1.08642 5.66059 0.080
H -4.59118 -4.12994 5.23429 0.099
H -4.06593 -4.58771 3.61988 0.093
H -5.10235 -3.16472 3.85678 0.095
H -0.88627 -1.19137 4.09667 0.120
H -4.01087 -3.13283 1.93170 0.093
H -4.54598 -4.03308 0.03824 0.095
H -5.30346 -3.16836 -1.28762 0.098
H -5.47565 -2.55515 0.35206 0.100
H -2.40140 -3.93599 -1.21241 0.090
H -1.71947 -2.40447 -1.79712 0.053
H -3.18670 -3.06335 -2.52591 0.101
H -4.54390 -0.27125 -0.44911 0.103
H -4.64022 -1.04870 -2.03037 0.099
H -3.13959 -0.26951 -1.54102 0.048
N -4.32848 5.15964 -4.39167 0.240
C -3.63703 4.37868 -3.91154 -0.135
C -2.74942 3.42918 -3.30439 -0.167
C -2.98990 2.96692 -2.01045 0.042
C -2.08505 2.09764 -1.44823 -0.124
N -0.98039 1.67483 -2.10784 -0.084
C -0.76928 2.10740 -3.36222 -0.090
C -1.63033 2.97577 -3.99718 0.038
H -3.86205 3.28647 -1.45815 0.147
H -2.24230 1.69484 -0.45538 0.114
H 0.12342 1.74859 -3.86135 0.131
H -1.42863 3.30815 -5.00536 0.146
```

Values from the calculation:
HOMO-LUMO gap: 6.772 eV
total energy: -6127.3242 Ha
HOMO energy: -15.3277 eV
total charge: +3
M: 1137.45 u
ΔE to the lowest compared entry with this formula, charge and spin: 0.00 kcal per mole

Record 2
Entry from the Open Molecules 2025 dataset: C56H54N5O3P2SiW as an isolated structure at a distorted geometry (ωB97M-V with the def2-TZVPD basis set).

```
122
Properties=species:S:1:pos:R:3:lowdin_charge:R:1
W 0.64996 1.12935 1.20181 1.583
C -0.28772 -0.08140 -2.69518 -0.300
N 0.16262 -1.40106 -2.33269 -0.156
C 0.28290 -1.64946 -0.91573 -0.331
P -1.19987 -2.39038 -0.06163 1.129
C -1.18423 -1.66271 1.69504 -0.439
C -0.00014 -0.75371 2.17296 -0.267
C -0.31463 -0.34288 3.61254 -0.214
C -0.93703 -1.41861 4.55560 -0.162
C -1.08383 -2.75332 3.94209 -0.052
C -1.27076 -2.85819 2.63064 -0.106
C -0.49156 -4.08331 0.06209 -0.424
C -1.10560 -5.07952 -0.68670 -0.114
C -0.53919 -6.34428 -0.79503 -0.092
C 0.64865 -6.62879 -0.14323 -0.097
C 1.26798 -5.64495 0.62224 -0.079
C 0.70328 -4.38629 0.72060 -0.108
C 0.59379 -2.33101 -3.26471 -0.196
C 0.47773 -2.12069 -4.64739 -0.035
C 0.91708 -3.06548 -5.55865 -0.105
C 1.47928 -4.26253 -5.14528 -0.121
C 1.58342 -4.48755 -3.78070 -0.091
C 1.15242 -3.55320 -2.85753 -0.019
P -2.06521 0.23797 -2.21566 1.086
C -2.17222 1.96911 -2.78978 -0.369
C -1.36147 2.91385 -2.15612 -0.111
C -1.48052 4.26172 -2.45081 -0.089
C -2.41868 4.69635 -3.37794 -0.099
C -3.23446 3.76948 -4.00627 -0.093
C -3.11320 2.41773 -3.71370 -0.096
C -2.91980 -0.69780 -3.53284 -0.385
C -3.86725 -1.63269 -3.12884 -0.105
C -4.53078 -2.41847 -4.06213 -0.086
C -4.25070 -2.27542 -5.41163 -0.091
C -3.30987 -1.34154 -5.82878 -0.083
C -2.65221 -0.56053 -4.89408 -0.123
H -0.19155 0.07790 -3.76798 0.072
H 0.32764 0.69120 -2.21059 0.072
H 0.52124 -0.70934 -0.40094 0.024
H 1.16326 -2.26336 -0.71609 0.087
H 0.92133 -1.35791 2.14798 0.086
H 0.53703 0.16766 4.06451 0.122
H -0.47357 -1.46109 5.54096 0.134
H -1.16033 -3.63388 4.57018 0.110
H -1.49863 -3.83255 2.21765 0.096
H -2.02727 -4.85451 -1.21084 0.093
H -1.02426 -7.10171 -1.39743 0.098
H 1.09521 -7.61110 -0.22700 0.096
H 2.19612 -5.85959 1.13676 0.102
H 1.19864 -3.62422 1.31244 0.109
H 0.02604 -1.22267 -5.03912 0.075
H 0.80355 -2.85396 -6.61519 0.097
H 1.81681 -4.99888 -5.86100 0.089
H 2.00437 -5.41468 -3.41084 0.100
H 1.24005 -3.80321 -1.81110 0.080
H -0.63465 2.60490 -1.41163 0.063
H -0.84896 4.97682 -1.93842 0.096
H -2.51820 5.75092 -3.60037 0.097
H -3.97458 4.09621 -4.72587 0.098
H -3.76500 1.70836 -4.20798 0.094
H -4.06130 -1.76013 -2.07154 0.085
H -5.25943 -3.14670 -3.73008 0.100
H -4.76147 -2.89201 -6.14006 0.098
H -3.08626 -1.22790 -6.88172 0.101
H -1.92642 0.17153 -5.23083 0.106
O 3.67081 -0.42987 -1.14914 0.067
C 3.00653 0.57657 -0.95945 -0.572
O 2.12911 0.72487 -0.02327 -0.245
C 3.19592 1.80023 -1.83905 -0.187
C 4.21913 1.77228 -2.78246 0.004
C 4.38427 2.88376 -3.59139 -0.063
C 3.52669 3.96323 -3.42879 -0.066
C 2.53276 3.88549 -2.46282 -0.130
N 2.36403 2.82695 -1.67780 0.136
H 4.84118 0.89422 -2.85827 0.117
H 5.16770 2.90530 -4.33849 0.104
H 3.61671 4.85215 -4.03781 0.098
H 1.84328 4.70797 -2.31387 0.099
N -5.20164 -2.38872 5.54374 0.131
C -4.44066 -1.88926 4.83970 -0.183
C -3.47111 -1.26441 3.98353 -0.203
C -2.29127 -0.57935 4.59071 -0.112
C -1.64043 0.46481 3.65298 -0.214
N -2.28039 0.56505 2.36498 -0.145
C -2.50198 -0.75382 1.79804 -0.276
C -3.54905 -1.40930 2.65879 0.044
H -2.51824 -0.19959 5.58569 0.143
H -1.56093 1.46473 4.08554 0.151
H -2.89549 -0.61209 0.78972 0.088
H -4.35037 -1.97799 2.20453 0.127
C -1.51788 1.48087 1.50910 -0.254
H -1.64591 2.47053 1.95619 0.032
H -2.03732 1.54261 0.54157 0.041
C 0.68522 3.34655 1.34687 -0.249
C 0.25144 3.96748 2.61506 -0.301
C -0.96141 4.66428 2.70543 -0.059
C -1.39653 5.21366 3.89697 -0.036
C -0.61533 5.08503 5.04276 -0.256
C 0.59976 4.40174 4.97602 -0.031
C 1.02163 3.85480 3.78139 -0.030
C -1.05189 5.66541 6.28234 -0.204
N -1.39764 6.13488 7.27437 0.127
H 1.76642 3.45950 1.21104 0.055
H 0.17894 3.80755 0.49500 0.042
H -1.57137 4.77368 1.81704 0.111
H -2.33825 5.74423 3.94452 0.114
H 1.20692 4.29978 5.86607 0.114
H 1.94768 3.29846 3.73870 0.091
C 4.11076 1.27481 4.55995 -0.171
Si 3.66165 0.73124 2.82037 0.277
C 3.82802 -1.12781 2.68692 -0.160
C 4.89722 1.51083 1.64484 -0.150
O 2.12957 1.19438 2.53951 -0.481
H 5.02258 0.78254 4.90287 0.023
H 3.31034 1.02743 5.25953 0.026
H 4.27779 2.35257 4.61163 0.023
H 4.82168 -1.45544 3.00002 0.028
H 3.67638 -1.45278 1.65478 0.024
H 3.08957 -1.63356 3.31283 0.024
H 5.91067 1.38233 2.03200 0.029
H 4.71441 2.58186 1.53843 0.033
H 4.86070 1.05152 0.65411 0.013
```

Values from the calculation:
HOMO-LUMO gap (alpha / beta): 6.430 / 7.147 eV
total energy: -3705.2033 Ha
HOMO energy (alpha / beta): -4.2330 / -4.9496 eV
total charge: -1
M: 1118.95 u
ΔE to the lowest compared entry with this formula, charge and spin: 59.68 kcal per mole
multiplicity: 3